Entry 1:
Entry from the OMol25 dataset: a 17-piece molecular cluster, C17H68O17 overall in a non-equilibrium geometry (ωB97M-V with the def2-TZVPD basis set).

Atoms and positions in Å:
C: 2.687 2.827 1.883
O: 4.008 3.389 1.620
H: 2.677 1.745 1.654
H: 2.409 3.049 2.908
H: 1.964 3.338 1.223
H: 4.346 3.797 2.414
C: -3.762 -3.758 -0.098
O: -3.406 -2.747 0.862
H: -3.232 -3.459 -1.001
H: -3.315 -4.758 0.076
H: -4.839 -3.906 -0.249
H: -3.982 -2.851 1.584
C: -1.295 4.393 2.879
O: -2.449 3.664 2.501
H: -1.311 4.570 3.956
H: -0.462 3.708 2.621
H: -1.139 5.292 2.259
H: -3.207 4.012 2.970
C: -3.608 -0.873 4.197
O: -4.962 -0.530 3.738
H: -3.581 -1.872 4.586
H: -2.941 -0.794 3.345
H: -3.191 -0.191 4.898
H: -5.560 -0.732 4.469
C: -1.760 2.738 -0.932
O: -0.879 2.493 -2.011
H: -1.447 2.215 0.026
H: -1.833 3.806 -0.762
H: -2.694 2.361 -1.293
H: -0.123 3.029 -1.833
C: 4.529 -0.425 -1.388
O: 4.535 0.992 -1.301
H: 4.056 -0.919 -0.547
H: 3.981 -0.752 -2.258
H: 5.572 -0.771 -1.530
H: 4.535 1.171 -0.361
C: -3.078 -0.979 -2.784
O: -1.862 -1.670 -2.965
H: -3.241 -0.635 -1.763
H: -3.209 -0.108 -3.456
H: -3.879 -1.649 -3.042
H: -1.138 -1.146 -3.378
C: 2.229 -3.364 -4.495
O: 1.563 -2.658 -3.465
H: 2.257 -4.446 -4.263
H: 1.769 -3.166 -5.473
H: 3.259 -2.995 -4.670
H: 1.008 -3.244 -2.910
C: 4.778 -3.821 3.406
O: 4.669 -2.863 4.389
H: 5.256 -3.485 2.465
H: 5.434 -4.679 3.650
H: 3.745 -4.133 3.147
H: 5.568 -2.524 4.497
C: 0.980 0.710 -4.409
O: 0.323 -0.409 -3.873
H: 0.290 1.537 -4.423
H: 1.821 1.041 -3.776
H: 1.350 0.438 -5.418
H: 0.945 -1.085 -3.560
C: -0.158 -2.999 -0.658
O: -0.233 -3.794 -1.860
H: -1.143 -2.876 -0.236
H: 0.429 -3.538 0.118
H: 0.423 -2.097 -0.932
H: -0.925 -3.414 -2.433
C: -3.124 0.455 1.219
O: -1.921 -0.397 1.403
H: -2.862 1.391 1.710
H: -3.276 0.634 0.163
H: -3.993 0.036 1.700
H: -2.213 -1.337 1.276
C: 2.320 -0.669 3.376
O: 1.937 -1.316 2.136
H: 3.229 -0.067 3.225
H: 1.549 0.071 3.701
H: 2.360 -1.486 4.134
H: 1.369 -0.665 1.659
C: -3.329 3.302 -4.584
O: -2.004 3.653 -4.297
H: -4.154 4.006 -4.311
H: -3.443 3.090 -5.691
H: -3.585 2.397 -4.060
H: -1.677 3.253 -3.465
C: -0.847 -3.393 3.424
O: 0.436 -3.854 2.907
H: -0.692 -2.574 4.192
H: -1.409 -2.879 2.649
H: -1.396 -4.228 3.904
H: 0.978 -3.040 2.761
C: 2.099 5.129 -1.061
O: 0.661 5.002 -1.122
H: 2.579 4.799 -1.976
H: 2.366 6.050 -0.615
H: 2.503 4.440 -0.367
H: 0.302 5.556 -1.801
C: 1.187 0.620 -0.407
O: 0.627 0.749 0.929
H: 1.628 1.593 -0.605
H: 1.986 -0.141 -0.474
H: 0.445 0.417 -1.183
H: -0.186 0.204 1.013

Atomic forces in eV per Å
C 0.642 0.510 -0.630
O -0.711 -0.562 -0.322
H 0.041 0.650 0.339
H -0.184 -0.346 0.181
H 0.196 -0.362 0.283
H 0.006 0.047 0.219
C 1.103 -0.450 -0.592
O 0.421 -0.623 -1.446
H -0.574 0.198 -0.315
H -0.194 0.448 0.693
H 0.251 0.489 0.047
H -1.087 -0.050 1.666
C 0.709 -0.844 -0.632
O -0.323 -0.042 -0.193
H 0.275 0.336 -0.120
H -0.215 0.467 0.387
H -0.268 -0.058 0.498
H -0.168 0.105 0.006
C -0.957 0.133 -1.313
O 1.106 -0.330 0.726
H 0.015 -0.584 0.261
H -0.140 -0.216 -0.150
H -0.106 0.747 0.947
H 0.085 0.115 -0.191
C 0.428 -0.454 0.930
O -0.324 -0.551 -0.326
H -0.310 0.602 -1.176
H -0.155 0.198 0.274
H -0.824 -0.211 0.267
H 1.213 0.714 0.068
C 0.969 -0.256 -0.550
O -0.417 -0.265 0.170
H 0.111 0.009 0.384
H -0.290 0.136 -0.460
H -0.449 -0.130 0.303
H 0.086 0.534 0.181
C 0.049 0.647 -0.654
O 0.244 -0.331 0.043
H 0.239 -0.033 0.201
H 0.382 -0.297 0.236
H -0.432 -0.403 0.001
H -0.561 0.315 0.211
C 0.350 -0.112 -0.433
O 0.664 0.024 0.090
H 0.022 0.518 -0.328
H -0.401 -0.366 0.206
H -0.323 -0.161 0.721
H 0.038 -0.105 -0.037
C -0.274 -1.507 -1.975
O 0.888 0.918 0.750
H -0.382 0.505 0.198
H -0.627 0.019 0.500
H 0.748 -0.162 0.179
H -0.373 0.225 0.354
C 0.791 -0.253 -0.119
O -0.577 0.192 0.505
H -0.358 0.229 -0.361
H -0.076 -0.244 -0.202
H -0.097 0.575 0.341
H 0.234 -0.266 -0.342
C 1.290 -0.554 -0.235
O -0.170 -0.339 0.139
H -0.193 0.668 -0.046
H -0.277 0.064 -0.724
H -0.792 0.040 0.587
H 0.020 0.221 0.380
C 1.740 -0.264 0.281
O -1.289 -0.465 -0.217
H -0.160 0.055 -0.070
H -0.201 -0.088 -0.143
H -0.228 -0.246 -0.021
H 0.279 1.064 -0.192
C -1.055 -0.157 -0.160
O -0.282 0.515 0.497
H 0.113 -0.638 0.348
H 0.260 -0.588 -0.242
H 0.577 0.921 -0.427
H 0.565 -0.271 0.288
C -0.760 -0.457 -1.023
O 0.181 0.663 0.072
H 0.964 0.170 -0.048
H 0.231 0.293 1.164
H -0.204 -0.689 0.140
H -0.328 -0.017 -0.340
C 1.318 0.867 0.709
O -0.709 0.993 0.500
H -0.040 -0.996 -0.425
H -0.355 -0.454 -0.269
H 0.380 0.422 -0.547
H -0.457 -0.682 -0.110
C -1.032 -0.846 -0.368
O 0.753 -0.967 0.757
H 0.068 0.799 -0.491
H 0.471 1.409 -0.372
H -0.178 -1.069 0.935
H -0.046 0.559 -0.613
C -0.038 0.213 0.332
O -0.144 -0.813 -0.640
H 0.174 0.007 -0.247
H -0.378 0.204 0.299
H -0.112 0.019 0.264
H -0.089 0.406 -0.222

Results
- HOMO-LUMO gap: 10.12 eV
- HOMO: -9.7 eV
- Largest force on an atom: 2.5 eV Å⁻¹


Entry 2:
Entry from the OMol25 dataset: the molecule C3H7NOS2 in a non-equilibrium geometry (ωB97M-V with the def2-TZVPD basis set).

Atoms and positions in Å:
C: -0.844 0.160 -0.430
C: 0.191 1.208 -0.202
C: 1.451 -1.414 0.297
N: -2.032 0.044 -0.030
O: 2.607 0.413 -0.975
S: -2.997 1.086 0.589
S: 1.848 0.412 0.305
H: -0.563 -0.828 -0.799
H: 0.333 -1.396 0.907
H: 0.708 1.870 -0.837
H: -0.149 1.886 0.501
H: 2.228 -1.966 0.840
H: 1.369 -1.862 -0.662
H: -4.150 0.387 0.496

Atomic forces in eV per Å
C 0.747 -1.254 -0.985
C 0.643 -1.966 0.829
C -3.236 1.190 3.973
N 1.022 -2.062 -1.488
O 0.561 1.154 -0.041
S -2.500 3.120 1.745
S -0.166 -2.145 -1.167
H 0.728 0.700 -0.593
H 3.337 -0.888 -1.464
H -0.158 0.285 -2.292
H -0.678 1.105 2.206
H -0.302 0.482 0.216
H -0.270 0.320 -1.046
H 0.274 -0.044 0.107

Results
- HOMO-LUMO gap: 9.30 eV
- HOMO: -8.8 eV
- Largest force on an atom: 5.3 eV Å⁻¹


Entry 3:
Entry from the OMol25 dataset: the molecule C2H4ClFO in a non-equilibrium geometry (ωB97M-V with the def2-TZVPD basis set).

Atoms and positions in Å:
C: -0.005 -0.224 0.584
O: 1.192 0.025 -0.147
C: 1.063 0.532 -1.466
F: 0.906 1.885 -1.496
Cl: 2.563 0.190 -2.434
H: 0.343 -0.327 1.602
H: -0.538 -1.089 0.273
H: -0.598 0.719 0.699
H: 0.230 0.009 -1.912

Atomic forces in eV per Å
C 0.453 2.381 0.900
O 0.768 0.807 -1.757
C 0.592 -0.925 1.418
F -0.245 -0.544 0.287
Cl -0.855 -0.009 0.795
H 0.170 -0.625 0.225
H -0.551 -0.561 -0.495
H -0.053 -0.838 -0.749
H -0.280 0.314 -0.623

Results
- HOMO-LUMO gap: 12.08 eV
- HOMO: -11.2 eV
- Largest force on an atom: 2.6 eV Å⁻¹


Entry 4:
Entry from the OMol25 dataset: C19H20Cl5GaN3O3 as an isolated structure in a non-equilibrium geometry (ωB97M-V with the def2-TZVPD basis set).

Atoms and positions in Å:
Ga: 9.937 10.959 6.706
C: 11.604 14.796 6.719
C: 10.555 13.767 6.684
O: 10.881 12.595 7.063
C: 9.272 14.160 6.229
C: 8.844 15.505 6.409
C: 7.564 15.890 6.053
C: 6.791 15.019 5.279
C: 7.152 13.697 5.155
C: 8.361 13.201 5.631
O: 8.631 11.916 5.640
H: 12.581 14.343 6.550
H: 11.633 15.241 7.742
H: 11.424 15.650 6.075
H: 9.438 16.199 6.942
H: 7.095 16.826 6.356
H: 5.784 15.351 4.914
H: 6.485 12.952 4.656
Cl: 15.380 6.433 6.589
C: 14.057 7.444 6.175
C: 13.642 8.432 7.140
Cl: 14.493 8.625 8.577
C: 12.409 9.069 7.032
Cl: 11.857 10.098 8.362
C: 11.725 9.045 5.787
O: 10.710 9.854 5.491
C: 12.189 8.127 4.756
Cl: 11.128 7.688 3.435
C: 13.378 7.385 4.915
Cl: 13.898 6.332 3.742
C: 6.029 10.121 6.528
N: 6.743 8.926 6.954
C: 5.915 7.734 6.949
C: 7.971 8.983 7.469
N: 8.571 10.141 7.869
N: 8.747 7.853 7.575
C: 8.855 6.839 6.526
C: 9.544 7.626 8.757
H: 5.217 9.831 5.798
H: 6.677 10.924 6.124
H: 5.488 10.544 7.386
H: 4.908 8.016 7.315
H: 6.358 6.976 7.651
H: 5.749 7.340 5.921
H: 7.874 10.864 7.910
H: 8.406 7.170 5.591
H: 8.238 5.934 6.788
H: 9.929 6.575 6.427
H: 9.275 8.419 9.434
H: 10.607 7.665 8.500
H: 9.281 6.672 9.247

Atomic forces in eV per Å
Ga -0.988 0.527 -0.201
C 0.850 0.739 1.276
C -0.129 -0.038 -0.110
O -0.098 0.077 -0.293
C -1.207 -0.379 -0.610
C -1.316 -0.651 -0.310
C 0.242 0.175 -0.304
C -1.259 -0.193 0.469
C -0.979 -1.118 -1.477
C 1.239 0.615 1.721
O 0.154 -0.283 -0.137
H -0.072 0.077 -0.047
H 0.065 -0.434 -0.407
H 0.011 -0.279 -0.311
H 0.669 0.500 0.464
H 0.627 0.013 -0.203
H 1.146 -0.379 0.328
H 0.559 0.837 0.379
Cl -0.086 0.086 -0.455
C -0.712 1.901 0.078
C -0.510 -2.067 -0.927
Cl 0.739 -0.016 0.779
C 0.264 0.433 -1.432
Cl 0.034 -0.266 -1.012
C 0.563 -0.697 -0.728
O -0.002 -0.448 0.432
C -0.188 0.103 1.199
Cl 0.385 0.786 0.485
C -0.676 0.901 2.531
Cl 0.456 -0.867 -0.891
C -1.062 0.696 -0.307
N 0.266 0.296 -0.299
C -0.301 -0.956 0.496
C 1.623 -0.469 -0.150
N -0.503 -0.137 -0.707
N -1.001 0.292 -0.703
C -0.950 -0.953 0.510
C 0.026 0.005 0.183
H 1.181 0.308 0.554
H -0.230 -0.826 -0.001
H 0.054 -0.044 -0.045
H 0.578 -0.166 0.027
H -0.539 0.611 -0.921
H 0.447 0.098 0.673
H -0.396 0.372 0.369
H 0.437 0.363 -0.080
H 0.910 0.508 -0.049
H -0.755 0.109 -0.175
H 0.381 0.198 0.449
H -0.123 -0.187 0.317
H 0.175 0.225 -0.428

Results
- HOMO-LUMO gap: 7.40 eV
- HOMO: -10.9 eV
- Largest force on an atom: 2.8 eV Å⁻¹
- Charge: +1